This record from the OMol25 dataset describes a cluster of 4 separate species, CH9NO4 in total at a distorted geometry. The level of theory is ωB97M-V/def2-TZVPD.

XYZ file:
```
15
Properties=species:S:1:pos:R:3:mulliken_charge:R:1
N -1.958 0.535 0.607 -0.36
C -2.214 -0.816 0.369 0.10
O -1.305 -1.695 0.190 -0.65
H -2.562 1.341 0.392 0.24
H -0.916 0.691 0.467 0.27
H -3.264 -1.175 0.246 0.35
O 1.299 -1.644 -0.776 -0.60
H 0.530 -1.778 -0.343 0.38
H 1.648 -2.410 -1.077 0.28
O 0.424 1.980 0.197 -0.73
H 1.222 1.489 0.484 0.41
H 0.216 2.438 1.036 0.33
O 2.584 0.512 -0.354 -0.78
H 2.150 0.905 -1.108 0.31
H 2.145 -0.374 -0.329 0.45
```

Kohn-Sham gap ... 11.122 eV
HOMO level ... -10.3833 eV
Structure (SMILES) ... NC=O.O.O.O
LUMO ... 0.738 eV

=====

This record from the OMol25 dataset describes a cluster of 4 separate species, CH9NO4 in total at a distorted geometry. The level of theory is ωB97M-V/def2-TZVPD.

XYZ file:
```
15
Properties=species:S:1:pos:R:3:mulliken_charge:R:1
N 1.053 -1.439 2.215 -0.33
C 0.308 -0.280 2.066 0.13
O -0.499 0.118 1.216 -0.56
H 1.595 -1.370 3.026 0.24
H 0.670 -2.346 1.949 0.24
H 0.561 0.537 2.749 0.32
O 1.072 -0.721 -1.227 -0.69
H 0.412 -0.624 -1.963 0.31
H 0.570 -0.710 -0.385 0.30
O 3.267 -2.413 -1.020 -0.64
H 2.540 -1.781 -1.086 0.37
H 3.478 -2.315 -2.003 0.32
O -5.005 4.402 -2.305 -0.66
H -5.195 3.999 -1.419 0.33
H -4.524 5.267 -2.082 0.33
```

Kohn-Sham gap ... 11.243 eV
HOMO level ... -10.5828 eV
Structure (SMILES) ... NC=O.O.O.O
LUMO ... 0.661 eV

=====

This record from the OMol25 dataset describes a structure of composition CH9Na3O8 at a distorted geometry. The level of theory is ωB97M-V/def2-TZVPD.

XYZ file:
```
21
Properties=species:S:1:pos:R:3:mulliken_charge:R:1
Na -1.179 -2.042 1.543 0.89
Na -0.559 1.823 -0.810 0.85
Na -0.885 1.624 2.579 0.86
O -0.838 0.031 0.636 -1.05
H -0.123 0.615 0.423 -0.01
C 1.094 2.569 1.296 0.48
O 1.669 1.949 0.299 -0.72
O 1.343 2.270 2.531 -0.78
O 0.080 3.368 1.037 -0.78
O -1.654 -3.073 -0.926 -0.67
H -0.868 -3.600 -0.739 0.33
H -1.328 -2.193 -1.186 0.37
O 1.277 0.398 -1.966 -0.54
H 1.693 -0.366 -2.372 0.26
H 1.975 0.869 -1.474 0.36
O 2.339 -1.053 0.572 -0.54
H 2.299 -1.745 1.239 0.25
H 1.553 -0.497 0.700 0.47
O -2.603 -0.268 -1.517 -0.67
H -1.921 -0.079 -0.829 0.34
H -3.365 -0.602 -1.037 0.31
```

Kohn-Sham gap ... 4.603 eV
HOMO level ... -6.5140 eV
LUMO ... -1.911 eV

=====

This record from the OMol25 dataset describes a cluster of 4 separate species, CH9O3S in total at a distorted geometry. The level of theory is ωB97M-V/def2-TZVPD.

XYZ file:
```
14
Properties=species:S:1:pos:R:3:mulliken_charge:R:1
C 0.514 2.519 -0.122 -0.86
S 0.772 0.723 -0.011 -0.64
H 1.423 3.173 -0.321 0.23
H -0.237 2.658 -0.815 0.29
H 0.012 3.030 0.790 0.21
H 0.078 -1.518 -2.170 0.35
H -0.211 -1.390 -0.697 0.20
O -0.403 -1.995 -1.479 -0.69
H -1.419 0.429 0.391 0.25
H -2.514 0.971 1.242 0.29
O -2.328 0.224 0.681 -0.63
H 0.730 -3.027 0.449 0.35
H 2.089 -2.498 1.008 0.33
O 1.494 -3.299 1.054 -0.68
```

Kohn-Sham gap ... 7.143 eV
HOMO level ... -3.2333 eV
Charge ... -1
LUMO ... 3.910 eV

=====

This record from the OMol25 dataset describes a structure of composition CHAgCl3F at a distorted geometry. The level of theory is ωB97M-V/def2-TZVPD.

XYZ file:
```
7
Properties=species:S:1:pos:R:3:lowdin_spin:R:1
Ag -11.312 -5.418 -21.400 0.00
F -10.742 -3.554 -22.441 0.00
C -8.432 -0.740 -21.686 -0.04
Cl -6.683 -0.298 -21.732 0.31
Cl -9.372 0.415 -22.593 0.42
Cl -9.042 -0.865 -20.059 0.31
H -8.568 -1.686 -22.209 0.00
```

Spin multiplicity ... 2
Expectation value of S² ... 0.7553
Kohn-Sham gap (alpha / beta) ... 9.185 / 2.524 eV
HOMO level (alpha / beta) ... -13.5241 / -13.5236 eV
Charge ... +1
LUMO (alpha / beta) ... -4.339 / -11.000 eV

=====

This record from the OMol25 dataset describes a structure of composition CHAuF3MgNO3S2 at a distorted geometry. The level of theory is ωB97M-V/def2-TZVPD.

XYZ file:
```
13
Properties=species:S:1:pos:R:3:lowdin_spin:R:1
Au 1.925 1.763 1.725 0.49
N -0.014 0.473 0.277 0.29
S 1.426 0.094 -0.365 0.07
O 2.557 0.577 0.588 0.15
S -0.136 2.192 0.757 0.83
O -2.781 1.770 -0.440 0.13
C 1.410 -1.725 0.079 0.01
F 0.423 -2.323 -0.570 0.00
F 1.247 -1.884 1.378 0.00
F 2.561 -2.257 -0.295 0.00
Mg -1.625 0.279 -0.143 0.01
O -3.442 0.420 -1.027 0.01
H -3.551 0.622 -1.964 0.00
```

Spin multiplicity ... 3
Expectation value of S² ... 2.0195
Kohn-Sham gap (alpha / beta) ... 7.847 / 4.741 eV
HOMO level (alpha / beta) ... -17.9887 / -17.6170 eV
Charge ... +2
LUMO (alpha / beta) ... -10.141 / -12.876 eV

=====

M for the records above, in order: 99.1 99.1 218.0 101.1 246.2 417.4 g/mol
Relative energy (zero: lowest compared OMol25 entry of this formula, charge and spin) for the records above, in order: 105.47 132.55 0.00 86.12 147.65 355.16 kJ/mol